1.
{
  "formula": "C5H15N3",
  "method": "ωB97M-V with the def2-TZVPD basis set",
  "lumo_energy_ev": 0.990,
  "smiles": "C/C=N\\N.CCNC",
  "total_energy_ha": -363.7153,
  "e_above_lowest_kj_mol": 188.53,
  "orbital_gap_ev": 9.5,
  "mol_weight_g_mol": 117.196,
  "e_homo_ev": -8.54,
  "elements": ["C", "C", "N", "N", "H", "H", "H", "H", "H", "H", "C", "C", "N", "C", "H", "H", "H", "H", "H", "H", "H", "H", "H"],
  "xyz": [[2.31, 0.54, -0.79], [2.58, -0.02, 0.58], [2.41, -1.22, 0.95], [2.00, -2.17, 0.08], [2.44, 1.62, -0.79], [2.99, 0.10, -1.52], [1.29, 0.31, -1.09], [2.97, 0.64, 1.34], [1.49, -1.87, -0.74], [1.57, -2.95, 0.57], [-2.57, 1.61, 0.40], [-1.17, 1.20, -0.05], [-1.07, -0.11, -0.67], [-1.33, -1.22, 0.23], [-3.27, 1.56, -0.44], [-2.56, 2.63, 0.78], [-2.94, 0.96, 1.19], [-0.49, 1.20, 0.81], [-0.80, 1.92, -0.78], [-1.71, -0.16, -1.46], [-2.35, -1.24, 0.64], [-1.17, -2.16, -0.31], [-0.63, -1.17, 1.06]]
}


2.
{
  "formula": "C57H53N3O4PSZr",
  "method": "ωB97M-V with the def2-TZVPD basis set",
  "lumo_energy_ev": 2.214,
  "total_energy_ha": -3455.8398,
  "e_above_lowest_kj_mol": 78.86,
  "orbital_gap_ev": 5.8,
  "mol_weight_g_mol": 998.333,
  "total_charge": -1,
  "e_homo_ev": -3.60,
  "elements": ["Zr", "C", "O", "C", "C", "C", "C", "C", "C", "N", "N", "C", "O", "C", "C", "C", "C", "C", "C", "C", "O", "H", "H", "H", "H", "H", "H", "H", "H", "H", "H", "H", "H", "C", "C", "C", "C", "C", "C", "P", "C", "C", "C", "C", "C", "C", "C", "C", "C", "C", "C", "C", "H", "H", "H", "H", "H", "H", "H", "H", "H", "H", "H", "H", "H", "H", "C", "C", "C", "C", "C", "C", "C", "C", "C", "C", "C", "C", "N", "H", "H", "H", "H", "H", "H", "H", "H", "H", "H", "H", "H", "H", "H", "H", "H", "H", "O", "S", "C", "C", "C", "C", "C", "C", "C", "C", "C", "C", "C", "C", "H", "H", "H", "H", "H", "H", "H", "H", "H", "H"],
  "xyz": [[-0.13, 0.00, -0.18], [1.26, 2.91, 2.57], [0.21, 3.11, 3.52], [-0.78, 2.18, 3.62], [-1.43, 2.10, 4.83], [-2.51, 1.23, 5.03], [-2.94, 0.43, 3.99], [-2.29, 0.49, 2.74], [-2.86, -0.26, 1.64], [-2.34, -0.36, 0.47], [-3.10, -1.01, -0.50], [-2.52, -0.82, -1.65], [-1.45, -0.10, -1.82], [-3.11, -1.46, -2.86], [-2.59, -1.12, -4.11], [-3.11, -1.71, -5.25], [-4.13, -2.65, -5.15], [-4.63, -2.99, -3.90], [-4.13, -2.40, -2.76], [-1.20, 1.36, 2.53], [-0.61, 1.44, 1.38], [2.10, 3.49, 2.95], [0.98, 3.25, 1.58], [1.54, 1.86, 2.50], [-1.08, 2.74, 5.63], [-3.01, 1.19, 5.99], [-3.78, -0.24, 4.11], [-3.84, -0.74, 1.79], [-1.78, -0.42, -4.16], [-2.70, -1.45, -6.22], [-4.53, -3.11, -6.05], [-5.42, -3.73, -3.82], [-4.50, -2.66, -1.78], [-2.17, 5.25, 2.05], [-0.87, 5.55, 1.67], [-0.32, 4.96, 0.54], [-1.06, 4.06, -0.22], [-2.37, 3.76, 0.17], [-2.92, 4.36, 1.29], [-0.38, 3.08, -1.62], [-0.19, 4.33, -2.95], [0.43, 3.90, -4.13], [0.61, 4.77, -5.19], [0.15, 6.08, -5.11], [-0.49, 6.51, -3.95], [-0.66, 5.64, -2.88], [1.35, 2.79, -1.14], [2.35, 3.76, -1.28], [3.65, 3.49, -0.88], [3.94, 2.23, -0.35], [2.95, 1.28, -0.23], [1.62, 1.51, -0.62], [-2.59, 5.69, 2.94], [-0.27, 6.22, 2.26], [0.71, 5.16, 0.27], [-2.93, 3.02, -0.38], [-3.93, 4.10, 1.60], [0.79, 2.88, -4.20], [1.11, 4.42, -6.09], [0.28, 6.76, -5.94], [-0.86, 7.52, -3.88], [-1.15, 5.99, -1.98], [2.12, 4.73, -1.71], [4.42, 4.24, -0.98], [4.96, 2.00, -0.04], [3.22, 0.30, 0.15], [3.07, -1.52, -2.39], [1.90, -1.45, -3.38], [1.43, -0.02, -3.64], [0.77, -2.42, -3.08], [0.25, -3.10, -4.17], [-0.73, -4.07, -4.04], [-1.10, -4.43, -2.76], [-0.59, -3.80, -1.63], [-0.87, -4.48, -0.30], [0.46, -4.97, 0.29], [-1.75, -3.75, 0.70], [0.25, -2.65, -1.77], [0.51, -1.79, -0.72], [3.87, -0.85, -2.71], [3.46, -2.54, -2.35], [2.76, -1.25, -1.39], [2.31, -1.80, -4.33], [0.90, 0.42, -2.79], [0.74, 0.00, -4.49], [2.28, 0.64, -3.86], [0.64, -2.85, -5.15], [-1.15, -4.56, -4.91], [-1.78, -5.26, -2.61], [-1.42, -5.39, -0.57], [1.15, -4.14, 0.40], [0.92, -5.70, -0.38], [0.30, -5.45, 1.27], [-1.34, -2.79, 0.99], [-1.88, -4.36, 1.60], [-2.74, -3.55, 0.28], [1.00, -0.60, 1.75], [0.98, -2.04, 2.25], [0.41, -1.92, 3.93], [-0.41, -2.95, 4.36], [-0.92, -2.90, 5.65], [-0.63, -1.82, 6.47], [0.18, -0.78, 6.01], [0.71, -0.83, 4.73], [2.70, -2.39, 2.55], [3.07, -3.70, 2.80], [4.41, -3.99, 3.02], [5.35, -2.96, 2.99], [4.96, -1.66, 2.73], [3.62, -1.36, 2.51], [-0.66, -3.75, 3.68], [-1.57, -3.70, 6.00], [-1.04, -1.78, 7.47], [0.37, 0.07, 6.64], [1.31, -0.01, 4.35], [2.33, -4.49, 2.79], [4.72, -5.01, 3.21], [6.40, -3.19, 3.16], [5.70, -0.86, 2.70], [3.29, -0.35, 2.29]]
}


3.
{
  "formula": "H9P7S",
  "method": "ωB97M-V with the def2-TZVPD basis set",
  "lumo_energy_ev": -1.053,
  "smiles": "PP(#[PH2])P=P#[PH2].PS",
  "total_energy_ha": -2792.9457,
  "e_above_lowest_kj_mol": 71.73,
  "orbital_gap_ev": 7.0,
  "mol_weight_g_mol": 257.957,
  "e_homo_ev": -8.05,
  "elements": ["P", "P", "P", "P", "P", "P", "H", "H", "H", "H", "H", "H", "P", "S", "H", "H", "H"],
  "xyz": [[-1.42, -0.71, -1.59], [-2.59, 0.65, -0.30], [-3.41, -0.40, 1.38], [-1.25, 1.83, 0.85], [0.34, 1.71, -0.46], [1.84, 2.88, 0.63], [-1.42, 0.07, -2.75], [-2.42, -1.54, -1.95], [-3.67, -1.77, 1.02], [-4.76, -0.13, 1.52], [2.79, 3.16, -0.52], [2.57, 1.64, 0.84], [2.41, -2.06, 0.66], [3.38, -0.67, -0.58], [3.12, -1.89, 1.94], [1.20, -1.41, 1.00], [3.28, -1.36, -1.71]]
}


4.
{
  "formula": "CH7O3",
  "method": "ωB97M-V with the def2-TZVPD basis set",
  "lumo_energy_ev": 4.383,
  "total_energy_ha": -268.0230,
  "e_above_lowest_kj_mol": 43.08,
  "orbital_gap_ev": 7.7,
  "mol_weight_g_mol": 67.064,
  "total_charge": -1,
  "e_homo_ev": -3.35,
  "elements": ["C", "O", "H", "H", "H", "H", "H", "O", "H", "H", "O"],
  "xyz": [[0.90, 0.99, 1.63], [0.29, 0.08, 0.84], [0.70, 2.06, 1.36], [2.00, 0.94, 1.70], [0.54, 0.97, 2.69], [0.43, 0.59, -0.69], [0.12, -0.30, -1.83], [0.43, 0.61, -1.71], [-0.74, -1.05, -0.38], [-1.88, -1.81, 0.15], [-1.53, -1.54, -0.71]]
}


5.
{
  "formula": "C9H13OP",
  "method": "ωB97M-V with the def2-TZVPD basis set",
  "lumo_energy_ev": [-0.455, -0.457],
  "total_energy_ha": -767.1981,
  "e_above_lowest_kj_mol": 344.37,
  "orbital_gap_ev": [8.2, 8.2],
  "mol_weight_g_mol": 168.176,
  "e_homo_ev": [-8.61, -8.63],
  "elements": ["C", "C", "C", "C", "C", "C", "C", "C", "C", "O", "P", "H", "H", "H", "H", "H", "H", "H", "H", "H", "H", "H", "H", "H"],
  "xyz": [[-2.88, 2.11, -1.71], [-2.84, 1.31, -0.56], [-1.87, 2.03, -2.66], [-1.67, 0.70, -0.19], [-0.72, 1.28, -2.37], [-0.62, 0.77, -1.05], [2.62, -0.11, 1.78], [0.50, -1.52, 1.26], [1.15, -0.13, 1.24], [1.85, 1.44, -1.15], [1.06, 0.37, -0.54], [-3.71, 2.75, -1.87], [-3.79, 1.30, 0.16], [-2.12, 2.64, -3.64], [-1.58, 0.14, 0.84], [0.13, 1.12, -3.00], [3.35, -0.22, 1.03], [2.85, 0.83, 2.30], [2.62, -0.82, 2.57], [0.80, -2.19, 0.50], [-0.49, -1.42, 1.03], [0.58, -1.94, 2.25], [0.56, 0.58, 1.81], [1.08, -1.90, -1.36]]
}


6.
{
  "formula": "C4H14NOSi",
  "method": "ωB97M-V with the def2-TZVPD basis set",
  "lumo_energy_ev": -3.824,
  "total_energy_ha": -579.9549,
  "e_above_lowest_kj_mol": 296.17,
  "orbital_gap_ev": 10.8,
  "mol_weight_g_mol": 120.248,
  "total_charge": 1,
  "e_homo_ev": -14.62,
  "elements": ["C", "C", "C", "C", "N", "O", "Si", "H", "H", "H", "H", "H", "H", "H", "H", "H", "H", "H", "H", "H", "H"],
  "xyz": [[1.04, -0.39, 2.15], [0.93, -1.22, 0.86], [0.79, -0.41, -0.43], [-0.53, 0.23, -0.69], [-1.08, 1.03, 0.40], [-1.84, -1.17, -0.50], [-1.26, 0.57, -2.47], [1.58, -0.96, 2.90], [0.07, -0.16, 2.59], [1.60, 0.52, 1.98], [0.10, -1.92, 0.95], [1.84, -1.82, 0.76], [1.55, 0.38, -0.45], [1.01, -1.06, -1.28], [-0.73, 0.67, 1.31], [-0.83, 2.03, 0.29], [-2.10, 0.92, 0.36], [-1.46, -1.98, -0.84], [-1.13, -0.66, -3.21], [-0.42, 1.65, -3.00], [-2.61, 1.03, -2.15]]
}


Question: Number 4 is which compound?
Answer: CH7O3